# 1
C45H68Cl2FO20PS | ωB97M-V with the def2-TZVPD basis set

Its SMILES is C/C(Cl)=C(\Cl)[C@](C)(C[C@H](C)F)OC(=O)[PH2]=S.O=C1CCCO1.O=C1CCCO1.O=C1CCCO1.O=C1CCCO1.O=C1CCCO1.O=C1CCCO1.O=C1CCCO1.O=C1CCCO1.O=C1CCCO1.

Last column: Löwdin charge in e.
Atoms and positions in Å:
H1 2.789 -2.055 -3.460  0.09
C1 -5.881 -8.077 -0.709  -0.46
H2 -7.562 -7.545 0.476  0.14
H3 -1.222 6.798 2.748  0.13
O1 7.095 0.205 2.088  0.02
C2 -7.204 -8.411 -0.089  -0.09
H4 5.915 -1.872 -8.677  0.12
C3 1.051 0.268 -3.662  -0.47
H5 3.343 -0.684 -2.290  0.13
C4 7.262 -5.622 1.283  -0.16
H6 -8.248 9.576 6.069  0.14
C5 -1.999 7.418 2.285  -0.15
O2 4.121 -4.203 1.971  0.08
H7 -4.335 3.805 2.130  0.09
H8 4.948 -2.813 -6.647  0.13
H9 -5.594 -4.811 -2.553  0.12
H10 -6.257 7.472 3.468  0.10
H11 0.199 -0.468 -0.228  0.11
O3 3.507 -3.861 -7.675  0.01
H12 4.133 -1.220 0.164  0.10
H13 0.434 1.654 -6.244  0.08
O4 8.313 2.139 2.170  0.09
H14 -5.839 9.675 4.222  0.12
H15 -4.339 3.125 -1.703  0.12
H16 3.621 -1.891 -10.180  0.13
H17 -7.126 -9.289 0.556  0.13
C6 -7.764 9.879 5.136  -0.09
H18 -4.597 4.560 -0.681  0.13
C7 3.823 1.418 7.490  -0.17
C8 2.840 -3.041 -8.539  -0.47
C9 -3.684 -2.440 -3.764  -0.19
H19 5.002 3.941 6.913  0.14
H20 3.618 -2.889 0.882  0.05
H21 4.421 2.254 9.370  0.12
O5 -6.946 -2.459 -2.644  0.09
H22 5.984 3.706 8.402  0.13
H23 0.391 1.168 -1.296  0.08
H24 -5.944 8.855 5.789  0.12
C10 0.136 -2.907 -3.318  -0.41
C11 -2.654 3.273 0.945  -0.49
C12 -3.063 6.533 1.687  -0.07
H25 1.890 -3.364 -1.163  0.15
C13 -5.297 -4.095 -3.323  -0.09
H26 -1.516 8.075 1.557  0.13
Cl1 -1.789 0.945 -3.111  0.58
C14 -4.834 2.665 0.355  -0.15
C15 5.124 -2.615 -8.804  -0.17
O6 5.086 1.003 6.971  0.03
C16 -5.813 -2.723 -3.013  -0.46
H27 -5.894 2.876 0.513  0.13
H28 -5.670 -4.404 -4.304  0.14
C17 7.873 0.893 4.197  -0.10
H29 7.656 -5.738 2.300  0.12
H30 2.285 -1.557 0.776  0.10
C18 -8.060 -8.685 -1.299  -0.17
H31 3.276 3.278 8.489  0.12
H32 3.170 1.680 6.652  0.13
H33 -3.266 -4.571 -3.985  0.12
H34 5.473 -6.555 2.062  0.13
O7 -2.816 3.577 -0.376  0.01
H35 0.426 3.137 -4.939  0.09
O8 -0.041 -4.138 -2.769  -0.04
H36 -2.783 -1.968 -3.362  0.09
O9 -4.842 -1.791 -3.242  0.02
O10 -6.043 -7.773 -2.030  0.02
C19 -0.110 2.159 -5.311  -0.15
C20 -3.985 6.321 2.849  -0.43
H37 -3.900 2.061 2.210  0.14
O11 -4.812 -8.043 -0.121  0.10
C21 5.310 3.231 7.685  -0.08
H38 8.366 -1.190 4.138  0.12
F1 3.964 -3.488 -1.701  -0.14
C22 4.125 2.601 8.373  -0.17
H39 -7.579 10.956 5.128  0.13
C23 -6.501 9.098 4.880  -0.17
H40 8.284 -3.712 1.254  0.13
C24 5.254 -4.466 1.603  -0.44
H41 -2.106 8.457 4.184  0.13
H42 6.605 -1.726 2.652  0.10
C25 0.859 0.102 -1.034  -0.04
H43 5.418 -3.286 -9.620  0.12
O12 -0.082 -1.756 -2.428  -0.10
C26 7.383 -4.184 0.851  -0.16
O13 -9.642 10.041 3.619  0.10
H44 5.397 -6.147 0.311  0.14
H45 1.726 -1.978 -5.479  -0.03
C27 6.581 -0.709 3.055  -0.17
O14 1.646 -3.119 -8.779  0.08
H46 -4.738 1.610 0.069  0.12
H47 -7.965 -9.740 -1.584  0.12
C28 -8.627 9.470 3.982  -0.46
H48 5.542 -0.439 3.274  0.13
S1 -0.907 -2.491 -6.366  0.16
H49 -2.646 5.586 1.337  0.10
H50 3.368 0.596 8.051  0.13
C29 3.244 -1.981 0.206  -0.06
H51 -1.206 2.414 -5.709  0.09
H52 5.525 -4.280 -7.476  0.13
C30 1.062 -0.834 -2.406  -0.42
C31 2.810 -2.632 -1.234  -0.23
H53 -3.247 9.064 2.959  0.13
C32 -4.205 3.538 -0.699  -0.17
C33 2.537 -1.549 -2.434  -0.13
C34 7.819 1.172 2.725  -0.46
C35 -7.432 -7.812 -2.353  -0.17
C36 -3.977 2.939 1.565  -0.08
Cl2 2.584 0.615 -4.701  0.55
H54 1.066 -4.202 -5.515  0.02
H55 1.938 0.354 -0.592  0.10
H56 7.383 -4.076 -0.239  0.13
H57 7.800 -6.314 0.631  0.12
H58 -3.411 -3.995 -2.316  0.13
O15 -4.847 5.461 2.921  0.09
O16 6.225 -3.535 1.373  0.00
H59 -3.608 7.037 0.885  0.15
H60 8.879 1.051 4.591  0.14
C37 -3.805 -3.878 -3.332  -0.16
H61 -3.684 -2.332 -4.854  0.11
H62 6.987 -0.841 5.195  0.12
C38 5.769 -5.839 1.292  -0.08
H63 -7.565 -8.225 -3.357  0.13
H64 -7.824 -6.790 -2.335  0.13
C39 3.774 -2.015 -9.105  -0.09
O17 -1.585 3.307 1.533  0.09
C40 5.962 2.049 7.034  -0.44
H65 -7.330 7.090 4.838  0.14
P1 0.588 -2.855 -5.172  0.39
H66 7.150 1.534 4.709  0.10
C41 -0.163 1.080 -4.036  -0.54
C42 7.475 -0.560 4.258  -0.16
H67 3.624 -1.067 -8.580  0.13
C43 -7.007 7.881 4.152  -0.16
C44 -2.754 8.168 3.351  -0.16
H68 -9.121 -8.474 -1.141  0.12
O18 -3.754 7.262 3.812  0.02
O19 -8.140 8.330 3.409  0.03
O20 7.096 2.024 6.586  0.09
C45 4.858 -3.416 -7.556  -0.17

# 2
C46H53Ti | ωB97M-V with the def2-TZVPD basis set

Its charge is -1.

Last column: Löwdin charge in e.
Atoms and positions in Å:
H1 -5.029 3.908 -4.186  0.10
C1 3.179 2.832 -0.921  -0.31
C2 -0.643 4.482 -0.200  -0.18
H2 -1.041 -3.919 8.234  0.08
C3 -0.941 -2.169 4.474  -0.19
H3 -2.881 -1.298 4.652  0.08
C4 1.419 -2.592 4.768  -0.21
C5 -1.780 -1.770 -0.850  -0.08
C6 5.353 4.042 0.445  -0.11
H4 -5.831 1.981 -5.568  0.09
C7 1.129 -3.413 5.857  -0.02
H5 -2.631 4.642 -1.234  0.11
H6 -2.341 -5.709 -3.732  0.06
H7 -1.032 -1.331 1.624  0.08
H8 1.007 3.358 0.825  0.11
C8 -1.146 -3.122 -0.923  -0.24
C9 -1.808 2.592 -0.837  -0.13
C10 0.738 -1.033 2.874  -0.30
C11 -1.816 4.016 -0.873  -0.18
C12 -0.182 -3.632 6.279  -0.28
H9 0.412 -4.884 7.910  0.07
H10 -2.413 -1.605 -1.735  0.06
H11 0.869 1.101 2.434  0.07
H12 -1.029 -0.968 -0.820  0.05
H13 -2.234 -3.166 5.866  0.12
C13 -1.587 -6.211 -3.120  -0.11
H14 -0.324 1.140 0.034  0.09
H15 1.593 -6.511 0.529  0.06
C14 -3.107 3.024 -3.804  -0.08
C15 4.435 2.189 -0.823  -0.05
C16 0.384 -1.971 4.036  -0.10
C17 -0.619 2.174 -0.172  -0.13
C18 4.148 4.733 0.289  -0.09
H16 -2.031 0.022 -4.954  0.12
H17 1.140 -3.235 1.686  0.05
C19 -3.979 0.875 -5.340  -0.09
Ti1 0.038 3.433 -2.137  0.86
H18 -2.383 -3.665 -2.590  0.10
H19 -2.438 -1.680 0.033  0.08
H20 0.940 -5.558 1.866  0.07
C20 -2.698 0.867 -4.784  -0.04
C21 -1.198 -3.011 5.558  -0.03
C22 -1.116 -5.303 -2.030  -0.34
C23 -4.831 1.967 -5.132  -0.11
H21 -4.315 0.026 -5.940  0.10
C24 0.342 -4.913 -0.116  -0.25
H22 2.777 4.726 -3.143  0.12
H23 -1.956 -0.608 3.316  0.05
C25 3.095 4.147 -0.406  -0.09
H24 -2.020 -7.135 -2.720  0.06
C26 -2.226 1.944 -4.002  -0.29
H25 2.264 -4.905 0.873  0.06
H26 -0.703 0.956 -2.846  0.07
H27 -0.755 -6.505 -3.772  0.06
H28 1.109 6.274 -1.673  0.11
C27 0.092 3.341 0.231  -0.15
H29 2.186 4.737 -0.540  0.07
C28 1.337 -5.491 0.842  -0.10
C29 -1.602 -3.999 -1.898  -0.06
H30 -2.613 1.933 -1.173  0.13
H31 -0.570 0.651 3.381  0.06
C30 0.060 -1.397 1.506  -0.23
H32 3.120 -2.783 3.419  0.08
H33 0.215 -6.760 -1.188  0.10
C31 0.938 4.229 -4.335  -0.13
H34 -1.146 -5.331 7.186  0.08
H35 -1.213 4.512 -4.926  0.12
C32 0.430 -2.733 1.022  -0.12
H36 -2.670 -2.238 3.179  0.10
C33 0.494 0.437 3.225  -0.06
C34 2.066 2.097 -1.547  -0.10
H37 3.165 -1.325 4.452  0.08
H38 1.339 3.627 -5.152  0.12
H39 4.555 1.225 -1.314  0.11
C35 -2.156 -1.536 3.857  -0.05
H40 1.817 -1.128 2.688  0.11
C36 -4.386 3.044 -4.361  -0.09
C37 -0.496 5.524 -3.061  -0.18
H41 0.344 -0.606 0.788  0.07
H42 4.026 5.741 0.699  0.10
C38 -0.838 1.871 -3.457  -0.16
C39 0.814 5.602 -2.476  -0.19
H43 3.495 -2.925 5.145  0.07
H44 -0.104 1.817 -4.286  0.06
H45 -0.417 5.521 0.042  0.12
C40 1.697 4.793 -3.265  -0.15
H46 1.873 1.120 -1.077  0.07
H47 1.026 0.679 4.153  0.08
H48 2.207 1.957 -2.637  0.05
C41 2.872 -2.386 4.417  -0.06
H49 -2.793 3.884 -3.215  0.07
H50 6.176 4.491 1.001  0.09
H51 6.446 2.238 -0.055  0.10
C42 -0.124 -3.544 0.015  -0.18
H52 1.953 -3.884 6.399  0.11
C43 5.497 2.772 -0.133  -0.10
C44 -0.504 -4.487 7.465  -0.07
H53 -1.354 6.129 -2.770  0.12
C45 -0.150 -5.733 -1.114  -0.06
C46 -0.409 4.684 -4.211  -0.14

# 3
C26H26FN3O2 | ωB97M-V with the def2-TZVPD basis set

Its SMILES is O=C(NCC(=O)N1CCN(C(c2ccccc2)c2ccccc2)CC1)c1ccccc1F.

Last column: natural (NBO) charge in e.
Atoms and positions in Å:
H1 -3.751 1.626 -1.975  0.19
O1 1.234 1.935 -0.987  -0.66
C1 -1.485 -0.644 0.735  -0.06
H2 0.471 -0.955 -1.951  0.25
C2 -0.403 0.013 1.310  -0.16
H3 -2.751 -0.633 5.413  0.21
H4 8.221 -1.005 -0.930  0.22
H5 1.690 -0.013 1.723  0.22
C3 -1.868 0.557 -2.170  -0.24
H6 0.681 0.096 -3.368  0.21
C4 5.252 -0.240 -2.350  -0.16
H7 -2.028 2.265 1.141  0.21
H8 2.754 0.704 -1.680  0.43
C5 -2.771 -0.402 3.290  -0.23
H9 -1.854 3.235 -1.715  0.19
H10 -3.866 -0.112 -1.671  0.21
H11 -3.573 -0.874 0.432  0.21
N1 2.354 -0.117 -2.124  -0.61
C6 4.442 -1.199 -1.750  -0.21
N2 -0.891 1.409 -1.527  -0.43
H12 -4.523 1.045 5.793  0.21
C7 -2.895 -0.080 0.782  -0.11
H13 -3.212 3.113 0.149  0.19
N3 -3.170 1.051 -0.100  -0.46
O2 2.449 -2.354 -2.403  -0.61
C8 2.989 -1.310 -2.104  0.67
H14 -2.095 -2.410 -0.315  0.21
C9 0.864 -0.543 1.271  -0.22
C10 -4.770 1.461 3.706  -0.21
C11 0.435 1.190 -1.532  0.70
C12 0.002 -2.438 0.094  -0.20
C13 -4.345 1.175 2.421  -0.23
H15 -0.570 3.155 -0.490  0.26
H16 -4.804 1.664 1.577  0.22
C14 0.929 -0.027 -2.305  -0.33
H17 -1.569 -0.485 -2.056  0.22
C15 6.603 -0.172 -2.060  -0.23
C16 1.071 -1.772 0.671  -0.22
H18 -5.557 2.184 3.861  0.21
H19 -1.930 0.785 -3.244  0.19
C17 -1.413 2.617 -0.923  -0.25
H20 -2.000 -1.142 3.139  0.22
H21 2.052 -2.218 0.651  0.23
C18 5.034 -2.079 -0.850  0.43
H22 6.793 -2.714 0.168  0.23
H23 0.159 -3.394 -0.381  0.23
C19 7.168 -1.058 -1.157  -0.18
C20 -3.328 0.253 2.199  0.05
C21 -2.474 2.299 0.149  -0.23
H24 7.217 0.575 -2.539  0.22
C22 -3.199 -0.117 4.576  -0.21
F1 4.282 -2.998 -0.220  -0.32
H25 -0.544 0.955 1.818  0.21
C23 6.381 -2.016 -0.542  -0.28
C24 -3.248 0.773 -1.508  -0.21
C25 -1.263 -1.875 0.126  -0.23
C26 -4.193 0.820 4.789  -0.21
H26 4.815 0.443 -3.062  0.22

no.,Kohn-Sham gap (eV),HOMO (Eh)
1,8.181,-0.323
2,3.187,-0.050
3,9.154,-0.311